1.
Molecular formula: C4H9N2O
Method: DFT, ωB97M-V with the def2-TZVPD basis set

```
16
Properties=species:S:1:pos:R:3:nbo_charge:R:1
C -1.705 1.580 0.978 0.101
N -1.328 0.619 0.219 -0.477
C -0.127 0.039 -0.098 0.806
N 0.954 0.777 -0.010 -0.495
C 2.281 0.547 -0.447 -0.431
O -0.056 -1.182 -0.538 -0.436
C -1.040 -2.186 -0.353 -0.271
H -2.729 2.032 0.841 0.233
H -1.087 1.824 1.804 0.176
H 0.851 1.714 0.235 0.414
H 2.354 0.804 -1.501 0.230
H 2.523 -0.517 -0.203 0.238
H 2.964 1.215 0.017 0.239
H -1.702 -1.906 0.550 0.210
H -0.466 -3.138 -0.228 0.237
H -1.687 -2.221 -1.268 0.226
```

spin multiplicity	1
HOMO	-14.92	eV
SMILES	C=N/C(=[NH+]/C)OC
gap between HOMO and LUMO	9.94	eV
charge	+1

***

2.
Molecular formula: C2H6CdO
Method: DFT, ωB97M-V with the def2-TZVPD basis set

```
10
Properties=species:S:1:pos:R:3:nbo_charge:R:1
H 2.787 0.107 -0.276 -0.238
C -1.442 0.209 0.018 -0.233
O -0.086 0.518 0.209 -0.678
C 0.902 -0.534 0.033 -0.448
H -1.975 1.168 0.005 0.199
H -1.610 -0.310 -0.940 0.179
H -1.773 -0.448 0.839 0.181
H 0.719 -1.072 -0.913 0.165
H 0.800 -1.226 0.887 0.168
Cd 1.680 1.589 0.138 0.704
```

spin multiplicity	1
HOMO (spin up / spin down)	-6.69 / -6.95	eV
gap between HOMO and LUMO (spin up / spin down)	6.79 / 6.39	eV

***

3.
Molecular formula: C6H11NO
Method: DFT, ωB97M-V with the def2-TZVPD basis set

```
19
Properties=species:S:1:pos:R:3:nbo_charge:R:1
C -0.345 -1.393 -0.308 -0.479
C 1.285 -1.381 -0.188 -0.051
O 1.633 -0.027 0.103 -0.527
C 0.898 0.512 1.154 -0.072
C -0.533 0.609 0.941 -0.165
C -1.261 1.725 0.191 -0.187
N -0.604 0.740 -0.586 -0.415
C -1.037 -0.506 -1.294 -0.224
H -1.083 -1.382 0.656 0.214
H -0.765 -2.405 -0.686 0.207
H 1.536 -2.188 0.426 0.184
H 1.655 -1.510 -1.378 0.203
H 1.182 -0.097 2.156 0.176
H 1.146 1.751 1.257 0.200
H -1.139 -0.038 1.377 0.178
H -0.516 2.765 0.183 0.170
H -2.277 1.793 0.343 0.192
H -2.163 -0.637 -1.561 0.204
H -0.458 -0.423 -2.472 0.192
```

spin multiplicity	1
HOMO	-8.61	eV
SMILES	C1COC[C@H]2CN2C1
gap between HOMO and LUMO	9.65	eV

***

4.
Molecular formula: C14H16
Method: DFT, ωB97M-V with the def2-TZVPD basis set

```
30
Properties=species:S:1:pos:R:3:nbo_charge:R:1
C -1.154 -0.340 -3.408 -0.634
C -0.029 0.428 -2.800 -0.024
C 0.385 0.211 -1.501 -0.209
C 1.335 1.056 -0.928 -0.201
C 1.782 2.167 -1.613 -0.226
C 1.430 2.343 -2.954 -0.212
C 0.598 1.430 -3.555 -0.207
H -1.170 -1.376 -3.030 0.214
H -1.163 -0.385 -4.487 0.217
H -2.153 -0.077 -3.045 0.223
H 0.038 -0.660 -0.964 0.213
H 1.640 0.920 0.100 0.216
H 2.269 2.950 -1.039 0.209
H 1.923 3.161 -3.458 0.213
H 0.300 1.498 -4.599 0.206
C 0.226 -2.946 3.013 -0.629
C -0.153 -1.540 2.616 0.002
C -1.474 -1.294 2.224 -0.229
C -1.919 -0.019 1.936 -0.189
C -1.026 1.047 2.057 -0.226
C 0.285 0.800 2.398 -0.207
C 0.747 -0.488 2.670 -0.228
H -0.366 -3.633 2.422 0.214
H 0.023 -3.148 4.066 0.221
H 1.289 -3.107 2.843 0.214
H -2.158 -2.133 2.109 0.207
H -2.899 0.144 1.525 0.212
H -1.321 2.067 1.844 0.216
H 0.951 1.635 2.593 0.212
H 1.764 -0.712 2.964 0.212
```

spin multiplicity	1
HOMO	-8.81	eV
SMILES	Cc1ccccc1.Cc1ccccc1
gap between HOMO and LUMO	9.72	eV

***

5.
Molecular formula: C24H58P2Si4TeW
Method: DFT, ωB97M-V with the def2-TZVPD basis set

```
90
Properties=species:S:1:pos:R:3:lowdin_charge:R:1
P -0.020 -1.317 -6.355 0.953
P 0.196 1.650 -6.248 0.926
C -0.261 -0.475 -8.020 -0.403
C 0.335 0.933 -7.987 -0.409
H -1.343 -0.454 -8.227 0.091
H 0.221 -1.094 -8.792 0.095
H 1.402 0.930 -8.261 0.089
H -0.191 1.603 -8.683 0.094
C -1.475 2.387 -6.526 -0.258
H -1.670 3.115 -5.729 0.051
H -2.236 1.598 -6.493 0.047
H -1.509 2.893 -7.500 0.061
C 1.209 3.148 -6.618 -0.258
H 0.825 3.677 -7.505 0.070
H 2.250 2.840 -6.795 0.053
H 1.171 3.814 -5.745 0.050
C -1.040 -2.797 -6.754 -0.243
H -0.914 -3.531 -5.945 0.053
H -0.728 -3.240 -7.714 0.073
H -2.096 -2.493 -6.810 0.055
C 1.648 -1.992 -6.763 -0.241
H 2.396 -1.190 -6.714 0.054
H 1.638 -2.425 -7.772 0.064
H 1.900 -2.770 -6.032 0.053
W 0.174 -0.701 -0.329 1.205
C 1.053 0.944 -1.251 -0.344
C -0.371 1.204 -1.230 -0.358
C -1.305 0.899 -2.371 -0.189
C -1.935 -0.515 -2.344 -0.196
C -1.044 -1.568 -1.764 -0.356
C 0.338 -1.739 -2.195 -0.322
C 1.041 -0.804 -3.131 -0.252
C 1.750 0.405 -2.463 -0.193
C 1.240 -2.111 0.713 -0.303
H 1.672 1.528 -0.574 0.127
H -0.722 1.952 -0.520 0.057
H -0.851 1.111 -3.353 0.083
H -2.158 1.609 -2.338 0.131
H -2.878 -0.495 -1.764 0.124
H -2.241 -0.803 -3.371 0.121
H -1.528 -2.465 -1.374 0.127
H 0.708 -2.771 -2.184 0.116
H 0.380 -0.471 -3.954 0.004
H 1.830 -1.375 -3.651 0.110
H 2.785 0.112 -2.208 0.125
H 1.880 1.230 -3.192 0.113
H 2.070 -1.757 1.333 0.018
H 1.630 -2.841 -0.019 0.032
H 0.557 -2.669 1.383 0.008
C 3.261 0.364 4.257 -0.214
Si 1.762 1.286 4.939 0.357
C 1.840 1.211 6.829 -0.183
C 1.849 3.101 4.432 -0.213
Si -0.223 0.248 4.208 0.223
Te -1.132 0.209 1.707 0.765
Si -0.103 -1.981 4.926 0.341
C -0.040 -2.018 6.812 -0.180
C -1.658 -2.857 4.313 -0.214
C 1.437 -2.845 4.256 -0.193
Si -2.080 1.267 5.216 0.310
C -1.968 1.145 7.099 -0.191
C -2.092 3.088 4.723 -0.211
C -3.673 0.397 4.683 -0.219
H 4.154 0.985 4.426 0.043
H 3.177 0.184 3.176 0.022
H 3.432 -0.602 4.750 0.018
H 2.725 1.792 7.135 0.052
H 0.966 1.656 7.320 0.015
H 1.965 0.192 7.216 0.020
H 1.797 3.222 3.342 0.030
H 1.051 3.708 4.880 0.018
H 2.811 3.514 4.771 0.043
H -0.902 -1.530 7.284 0.017
H -0.052 -3.079 7.102 0.050
H 0.874 -1.569 7.219 0.020
H -1.785 -2.772 3.226 0.011
H -1.551 -3.924 4.563 0.043
H -2.570 -2.480 4.794 0.022
H 1.487 -2.875 3.162 -0.011
H 2.366 -2.394 4.623 0.018
H 1.408 -3.881 4.622 0.048
H -1.032 1.537 7.515 0.014
H -2.795 1.750 7.501 0.049
H -2.101 0.119 7.464 0.020
H -2.241 3.220 3.642 0.028
H -2.925 3.585 5.248 0.045
H -1.166 3.615 5.000 0.016
H -3.771 0.304 3.593 -0.001
H -3.760 -0.610 5.117 0.023
H -4.523 0.994 5.049 0.044
```

spin multiplicity	3
HOMO (spin up / spin down)	-12.58 / -12.63	eV
gap between HOMO and LUMO (spin up / spin down)	6.29 / 3.73	eV
charge	+2

***

6.
Molecular formula: C3H4N2O2
Method: DFT, ωB97M-V with the def2-TZVPD basis set

```
11
Properties=species:S:1:pos:R:3:nbo_charge:R:1
O -0.030 0.348 0.168 -0.427
C -1.121 -0.088 0.028 0.715
N -2.113 0.508 -0.820 -0.419
C -3.109 -0.321 -0.799 0.042
C -2.801 -1.460 0.032 0.053
N -1.633 -1.368 0.527 -0.411
H -3.916 -0.022 -1.500 0.231
H -3.372 -2.331 0.261 0.216
O 3.111 -1.974 -0.448 -0.981
H 2.479 -2.476 -1.035 0.486
H 2.722 -1.335 0.229 0.496
```

spin multiplicity	1
HOMO	-10.94	eV
SMILES	O=C1N=CC=N1.O
gap between HOMO and LUMO	8.96	eV

***

7.
Molecular formula: C16H20BrNO
Method: DFT, ωB97M-V with the def2-TZVPD basis set

```
39
Properties=species:S:1:pos:R:3:nbo_charge:R:1
O -2.596 -0.042 -1.462 -0.616
C -1.454 -0.335 -1.166 0.634
C -1.115 -1.670 -0.612 -0.250
C 0.028 -2.324 -0.836 -0.184
C 0.364 -3.659 -0.363 0.013
C -0.428 -4.373 0.539 -0.204
C -0.058 -5.638 0.956 -0.192
C 1.106 -6.225 0.488 -0.241
C 1.893 -5.516 -0.403 -0.053
Br 3.505 -6.301 -1.057 0.051
C 1.540 -4.251 -0.828 -0.253
N -0.407 0.509 -1.328 -0.615
C -0.567 1.861 -1.807 -0.219
C -0.384 2.921 -0.710 -0.219
C -1.390 2.728 0.425 -0.404
C -1.240 3.833 1.466 -0.393
C 0.182 3.856 2.020 -0.396
C 1.192 4.036 0.891 -0.392
C 1.037 2.925 -0.144 -0.403
H -1.932 -2.127 -0.073 0.217
H 0.793 -1.863 -1.449 0.199
H -1.336 -3.935 0.922 0.213
H -0.680 -6.178 1.654 0.221
H 1.398 -7.212 0.810 0.231
H 2.173 -3.722 -1.525 0.224
H 0.500 0.244 -0.983 0.394
H -1.581 1.922 -2.210 0.238
H 0.151 2.039 -2.615 0.191
H -0.570 3.894 -1.178 0.202
H -1.221 1.758 0.899 0.196
H -2.404 2.725 0.021 0.219
H -1.953 3.676 2.277 0.208
H -1.464 4.797 1.005 0.192
H 0.286 4.667 2.744 0.207
H 0.383 2.916 2.540 0.192
H 2.207 4.029 1.294 0.206
H 1.030 5.004 0.411 0.194
H 1.247 1.967 0.337 0.187
H 1.760 3.066 -0.952 0.205
```

spin multiplicity	1
HOMO	-9.01	eV
SMILES	O=C(/C=C/c1cccc(Br)c1)NCC1CCCCC1
gap between HOMO and LUMO	8.98	eV

***

8.
Molecular formula: C5H7N3
Method: DFT, ωB97M-V with the def2-TZVPD basis set

```
15
Properties=species:S:1:pos:R:3:nbo_charge:R:1
H -1.816 -1.003 -0.864 0.286
N -1.536 -0.735 -1.785 -0.299
N -0.375 -0.306 -1.777 -0.137
C 0.180 -0.003 -0.541 0.179
N 1.336 0.753 -0.585 -0.517
C 1.790 0.854 0.765 -0.037
C 0.804 0.421 1.609 -0.286
C -0.284 -0.068 0.741 -0.087
C -1.494 -0.701 1.296 -0.659
H 1.778 0.927 -1.513 0.435
H 2.799 1.123 1.025 0.216
H 0.801 0.434 2.680 0.227
H -1.414 -0.641 2.396 0.227
H -2.383 -0.078 1.047 0.225
H -1.710 -1.763 1.040 0.225
```

spin multiplicity	1
HOMO	-8.53	eV
SMILES	[H]/N=N\c1[nH]ccc1C
gap between HOMO and LUMO	8.91	eV

***

Values of relative energy (zero: lowest compared OMol25 entry of this formula, charge and spin), in order: 2.599; 0.439; 7.751; 0.422; 1.578; 3.090; 0.006; 2.815, all in eV.